[1]
ORCA calculation (ωB97M-V with the def2-TZVPD basis set) on a cluster of 2 separate species, C3H3Cl3 in total in a non-equilibrium geometry.

Atoms and positions in Å:
C  0.433565  0.156283  0.038644
C  -0.691323  -0.274205  -0.311841
C  -1.892885  1.044518  -1.941823
Cl  -0.926365  2.470107  -2.016369
Cl  -1.705257  0.155834  -3.525834
Cl  -3.555317  1.345631  -1.336275
H  0.837079  -0.616787  0.713791
H  0.974934  1.026494  -0.238974
H  -1.186772  -1.173608  -0.108212

Atomic forces in eV per Å
C 2.25 -0.46 1.41
C -3.97 1.75 -3.64
C 1.45 -2.23 1.63
Cl -0.07 0.34 0.14
Cl -0.73 0.54 1.32
Cl 1.15 -0.38 -0.79
H 0.67 0.71 0.00
H 0.24 0.63 -0.15
H -0.98 -0.89 0.08

The molar mass is 145.4 g mol⁻¹. For the HOMO energy (alpha / beta), the calculation gives -0.3285 / -0.3285 hartree. The value obtained for the energy relative to the best compared isomer or geometry (same formula, charge and spin) is 359.1 kJ/mol. The calculation puts the largest force on an atom at 5.66 eV Å⁻¹. The orbital gap (alpha / beta) comes out at 8.570 / 8.571 eV. As for the LUMO energy (alpha / beta): -0.368 / -0.366 eV. The electronic energy is -1496.5275 hartree. As for the spin multiplicity: 1. The charge is 0.



[2]
ORCA calculation (ωB97M-V with the def2-TZVPD basis set) on an isolated molecule of C3H3Cl3IN in a non-equilibrium geometry.

Atoms and positions in Å:
C  -3.163137  -1.240180  -2.056395
C  -0.276424  0.414086  0.759945
C  -2.787195  -2.395770  -2.586921
N  -0.877734  -0.868041  0.544823
Cl  -2.694653  -2.404997  -4.365134
Cl  -2.240298  -3.724480  -1.722665
Cl  -3.890203  0.064910  -2.856127
I  -2.774568  -1.025660  0.118391
H  0.438105  0.233971  1.445295
H  -1.043789  1.059989  1.122805
H  0.223610  0.976057  -0.081019

Atomic forces in eV per Å
C -1.88 -0.77 0.13
C -1.92 0.54 -2.29
C 0.02 1.48 -1.80
N 4.12 -0.25 1.05
Cl 0.15 -0.71 0.67
Cl 0.25 -0.74 -0.05
Cl 0.28 0.21 -0.16
I -2.56 0.35 -0.71
H 2.63 -0.16 2.53
H -0.38 1.04 0.50
H -0.70 -0.98 0.13

The molar mass is 286.3 g mol⁻¹. For the HOMO energy (alpha / beta), the calculation gives -0.2341 / -0.3376 hartree. Its expectation value of S² is 2.021. The value obtained for the energy relative to the best compared isomer or geometry (same formula, charge and spin) is 115.0 kJ/mol. The calculation puts the largest force on an atom at 4.26 eV Å⁻¹. The orbital gap (alpha / beta) comes out at 6.385 / 7.329 eV. As for the LUMO energy (alpha / beta): 0.016 / -1.859 eV. The electronic energy is -1848.8831 hartree. As for the spin multiplicity: 3. The charge is 0.



[3]
ORCA calculation (ωB97M-V with the def2-TZVPD basis set) on an isolated molecule of C3H3Cl3S2 in a non-equilibrium geometry.

Atoms and positions in Å:
C  -2.176228  -0.243220  0.025840
S  -0.570756  -1.021873  -0.112989
C  0.498861  0.352547  -0.115757
S  0.035423  1.907627  -0.107930
C  1.994994  -0.056149  -0.013669
Cl  3.069410  1.163382  -0.707565
Cl  2.332864  -1.599427  -0.830107
Cl  2.349887  -0.231509  1.728241
H  -2.238828  0.363736  0.952098
H  -2.387354  0.415070  -0.871857
H  -2.908269  -1.050185  0.053695

Atomic forces in eV per Å
C -0.33 1.14 -0.51
S 0.20 0.13 -0.03
C -0.23 0.12 0.01
S 0.14 -0.37 0.00
C 0.00 0.12 0.01
Cl -0.10 -0.08 0.07
Cl -0.10 0.04 0.07
Cl -0.03 0.00 -0.14
H 0.04 -0.34 -0.59
H 0.31 -0.73 1.09
H 0.10 -0.03 0.03

The molar mass is 209.6 g mol⁻¹. For the HOMO energy, the calculation gives -0.3356 hartree. The SMILES is CSC(=S)C(Cl)(Cl)Cl. The value obtained for the energy relative to the best compared isomer or geometry (same formula, charge and spin) is 2.8 kJ/mol. The calculation puts the largest force on an atom at 1.35 eV Å⁻¹. The orbital gap comes out at 8.348 eV. As for the LUMO energy: -0.784 eV. The electronic energy is -2293.0394 hartree. As for the spin multiplicity: 1. The charge is 0.



[4]
ORCA calculation (ωB97M-V with the def2-TZVPD basis set) on a cluster of 2 separate species, C3H3Cl4N3 in total in a non-equilibrium geometry.

Atoms and positions in Å:
C  -0.207505  -1.957906  -0.081489
C  -0.263400  0.272359  -0.686617
C  0.642391  1.855355  0.434075
N  0.907785  -1.512847  -0.963710
N  0.844272  -0.336620  -1.312200
N  -0.998427  -0.658339  0.054330
Cl  0.863177  1.214182  2.019854
Cl  2.107923  2.433734  -0.413100
Cl  -0.509243  3.161614  0.478708
Cl  -1.587869  -0.414339  1.635409
H  -0.876343  -2.651368  -0.756048
H  -0.093319  -2.471072  0.902855
H  -0.829444  1.065248  -1.312067

Atomic forces in eV per Å
C -2.54 0.70 -1.69
C -0.65 5.29 0.92
C -0.72 -1.56 -1.74
N 0.92 -2.13 0.75
N -0.70 -0.28 0.30
N 1.04 -1.69 -0.29
Cl 1.20 0.14 0.27
Cl -0.51 -0.59 0.57
Cl -0.39 0.08 -0.15
Cl -0.74 0.09 -0.18
H 1.40 1.03 1.22
H 0.82 0.59 -0.91
H 0.85 -1.66 0.95

The molar mass is 222.9 g mol⁻¹. For the HOMO energy, the calculation gives -0.3214 hartree. The value obtained for the energy relative to the best compared isomer or geometry (same formula, charge and spin) is 76.5 kJ/mol. The calculation puts the largest force on an atom at 5.41 eV Å⁻¹. The orbital gap comes out at 8.041 eV. As for the LUMO energy: -0.703 eV. The electronic energy is -2120.9750 hartree. As for the spin multiplicity: 1. The charge is 0.



[5]
ORCA calculation (ωB97M-V with the def2-TZVPD basis set) on an isolated molecule of C3H3ClF2 in a non-equilibrium geometry.

Atoms and positions in Å:
F  1.770376  -1.260084  -0.199703
C  1.208130  -0.095105  0.123529
F  1.961724  0.922354  -0.426508
C  -0.336447  -0.069112  -0.569010
C  -1.291355  0.158942  0.291076
Cl  -2.965217  0.237845  -0.131039
H  1.128648  0.083990  1.196989
H  -0.378572  -0.308689  -1.708954
H  -1.097283  0.329856  1.423617

Atomic forces in eV per Å
F 0.47 -0.26 0.23
C -3.30 1.16 -2.22
F -0.34 -0.72 0.33
C 3.93 -0.59 -0.65
C -0.51 0.42 2.12
Cl 0.00 -0.03 0.03
H 0.25 -0.30 -0.01
H -0.14 0.61 2.40
H -0.36 -0.29 -2.23

The molar mass is 112.5 g mol⁻¹. For the HOMO energy, the calculation gives -0.3780 hartree. The SMILES is FC(F)/C=C/Cl. The value obtained for the energy relative to the best compared isomer or geometry (same formula, charge and spin) is 73.8 kJ/mol. The calculation puts the largest force on an atom at 4.14 eV Å⁻¹. The orbital gap comes out at 11.267 eV. As for the LUMO energy: 0.981 eV. The electronic energy is -775.9910 hartree. As for the spin multiplicity: 1. The charge is 0.



[6]
ORCA calculation (ωB97M-V with the def2-TZVPD basis set) on the ion C3H3ClIO2 with charge -1 in a non-equilibrium geometry.

Atoms and positions in Å:
O  0.210282  1.423783  1.234621
C  0.412557  1.432904  0.014375
O  0.779923  2.365036  -0.732517
C  0.340562  -0.146652  -0.535190
Cl  1.999094  -0.730665  -0.248611
C  -0.563871  -0.944136  0.385819
I  -2.599107  -0.399381  -0.032503
H  0.090656  -0.288149  -1.559189
H  -0.508778  -2.012962  0.182229
H  -0.161318  -0.699778  1.290966

Atomic forces in eV per Å
O -0.29 0.37 0.39
C 0.70 -0.18 -0.31
O -0.61 -1.32 -0.02
C -0.45 1.66 0.76
Cl 0.51 -0.50 -0.19
C 0.02 -0.78 -3.10
I 0.26 -0.03 0.41
H 0.07 0.09 -0.94
H -0.07 0.06 -0.01
H -0.13 0.62 3.01

The molar mass is 233.4 g mol⁻¹. For the HOMO energy, the calculation gives -0.1696 hartree. The SMILES is O=C([O-])[C@@H](Cl)CI. The value obtained for the energy relative to the best compared isomer or geometry (same formula, charge and spin) is 42.2 kJ/mol. The calculation puts the largest force on an atom at 3.19 eV Å⁻¹. The orbital gap comes out at 7.407 eV. As for the LUMO energy: 2.793 eV. The electronic energy is -1024.5493 hartree. As for the spin multiplicity: 1. The charge is -1.



[7]
ORCA calculation (ωB97M-V with the def2-TZVPD basis set) on an isolated molecule of C3H3ClN2O in a non-equilibrium geometry.

Atoms and positions in Å:
O  0.818096  -1.786757  0.499668
C  0.172836  -0.615191  0.202840
C  -0.598883  -0.427489  -0.900827
N  -0.604456  0.923956  -1.021000
N  -0.055825  1.668130  -0.077321
C  0.424554  0.692787  0.685984
Cl  1.216329  0.874959  2.206695
H  0.736720  -1.660040  1.673061
H  -0.852380  -1.134741  -1.632552
H  -1.256990  1.464386  -1.636549

Atomic forces in eV per Å
O -1.24 1.34 6.44
C 0.65 -0.09 -0.87
C 1.33 1.30 0.92
N -3.36 1.98 -3.68
N 0.46 -1.97 1.44
C 0.69 -0.26 1.11
Cl 0.12 0.39 -0.15
H 0.92 -1.25 -4.98
H -0.65 -0.41 -0.90
H 1.09 -1.03 0.66

The molar mass is 118.5 g mol⁻¹. For the HOMO energy, the calculation gives -0.3314 hartree. The SMILES is Oc1c[nH]nc1Cl. The value obtained for the energy relative to the best compared isomer or geometry (same formula, charge and spin) is 183.4 kJ/mol. The calculation puts the largest force on an atom at 6.69 eV Å⁻¹. The orbital gap comes out at 9.627 eV. As for the LUMO energy: 0.609 eV. The electronic energy is -760.9917 hartree. As for the spin multiplicity: 1. The charge is 0.



[8]
ORCA calculation (ωB97M-V with the def2-TZVPD basis set) on an isolated molecule of C3H3ClN2O in a non-equilibrium geometry.

Atoms and positions in Å:
C  -0.410726  -0.740036  1.755226
C  0.039483  0.782231  -1.556805
C  0.245281  -0.798669  0.437620
N  -0.941112  -0.681552  2.753348
N  0.168112  0.619091  -0.243871
O  -0.211350  -0.130777  -2.261413
Cl  0.425547  1.925847  0.876177
H  -0.189625  1.845526  -1.959591
H  1.236724  -1.392839  0.372247
H  -0.362336  -1.428823  -0.172938

Atomic forces in eV per Å
C 1.74 0.17 -2.12
C -2.26 2.64 -1.50
C 0.18 0.30 -1.48
N -0.96 -0.07 1.74
N 1.06 -6.05 0.85
O 0.12 -2.55 -2.39
Cl 0.87 5.22 3.85
H 1.13 -1.07 1.10
H -1.14 1.82 0.50
H -0.73 -0.41 -0.55

The molar mass is 118.5 g mol⁻¹. For the HOMO energy (alpha / beta), the calculation gives -0.2415 / -0.4186 hartree. Its expectation value of S² is 2.014. The value obtained for the energy relative to the best compared isomer or geometry (same formula, charge and spin) is 35.9 kJ/mol. The calculation puts the largest force on an atom at 6.55 eV Å⁻¹. The orbital gap (alpha / beta) comes out at 7.021 / 7.965 eV. As for the LUMO energy (alpha / beta): 0.449 / -3.425 eV. The electronic energy is -760.8393 hartree. As for the spin multiplicity: 3. The charge is 0.



[9]
ORCA calculation (ωB97M-V with the def2-TZVPD basis set) on an isolated molecule of C3H3ClN2OS in a non-equilibrium geometry.

Atoms and positions in Å:
H  -0.064970  -0.953189  -2.385021
N  -0.952084  -0.878686  -1.896387
C  -0.736131  -0.315835  -0.780632
O  -1.710334  0.023960  0.064463
C  -1.151840  0.591506  1.208080
C  0.167172  0.648204  1.105947
Cl  1.310898  1.253851  2.156755
N  0.483887  0.062442  -0.141298
S  2.026032  -0.071531  -0.864666
H  -1.819575  0.910300  1.989591
H  2.446945  -1.271022  -0.456830

Atomic forces in eV per Å
H 0.02 -0.24 -0.13
N 0.27 0.60 0.68
C 1.07 -0.41 -0.71
O -0.54 0.31 1.00
C -0.43 0.12 0.14
C -0.68 -0.59 -0.94
Cl 0.53 0.21 0.41
N 0.77 -0.34 -0.61
S -0.73 0.77 -0.01
H 0.00 -0.05 -0.15
H -0.28 -0.37 0.32

The molar mass is 150.6 g mol⁻¹. For the HOMO energy, the calculation gives -0.3123 hartree. The SMILES is [H]/N=c1/occ(Cl)n1S. The value obtained for the energy relative to the best compared isomer or geometry (same formula, charge and spin) is 92.6 kJ/mol. The calculation puts the largest force on an atom at 1.35 eV Å⁻¹. The orbital gap comes out at 8.884 eV. As for the LUMO energy: 0.387 eV. The electronic energy is -1159.2050 hartree. As for the spin multiplicity: 1. The charge is 0.



[10]
ORCA calculation (ωB97M-V with the def2-TZVPD basis set) on an isolated molecule of C3H3ClN2OS in a non-equilibrium geometry.

Atoms and positions in Å:
H  -0.373677  2.644542  1.583300
N  0.072954  2.247769  0.696026
C  0.127547  1.078170  0.092804
O  0.613777  0.940549  -1.227189
C  0.874145  -0.474887  -1.442759
C  0.043934  -1.187225  -0.645724
Cl  0.151471  -2.850597  -0.697671
N  -0.464567  -0.226679  0.303066
S  -1.649582  -0.506638  1.431363
H  1.304371  -0.703229  -2.473198
H  -0.700372  -0.961776  2.379981

Atomic forces in eV per Å
H 0.69 -2.15 -1.82
N 0.22 -2.75 -1.36
C -1.84 2.45 0.21
O 1.43 -1.06 1.72
C -1.82 1.72 -1.86
C 2.34 3.20 -0.55
Cl -0.86 -1.10 0.80
N 0.40 -0.14 -0.23
S 1.35 -0.80 1.60
H -0.42 0.25 2.01
H -1.49 0.39 -0.52

The molar mass is 150.6 g mol⁻¹. For the HOMO energy, the calculation gives -0.3146 hartree. The SMILES is [H]/N=c1/occ(Cl)n1S. The value obtained for the energy relative to the best compared isomer or geometry (same formula, charge and spin) is 252.8 kJ/mol. The calculation puts the largest force on an atom at 4.00 eV Å⁻¹. The orbital gap comes out at 8.991 eV. As for the LUMO energy: 0.431 eV. The electronic energy is -1159.1440 hartree. As for the spin multiplicity: 1. The charge is 0.



Q: Among the records above, which one has the highest electronic energy?
A: number 8